Record 1
{
  "formula": "C11H16BClN6W",
  "method": "ωB97M-V/def2-TZVPD",
  "species": ["H", "N", "B", "N", "C", "W", "H", "C", "H", "C", "H", "C", "H", "H", "H", "N", "N", "N", "N", "C", "C", "H", "H", "C", "C", "C", "C", "H", "H", "H", "H", "H", "Cl", "C", "H", "H"],
  "xyz": [[0.78, 3.61, 1.28], [0.68, 1.95, -0.04], [0.28, 0.40, -2.08], [0.64, 1.79, -1.44], [0.77, 3.00, -1.98], [0.57, 0.25, 0.98], [0.77, 3.08, -3.05], [0.85, 3.97, -0.98], [0.92, 5.03, -1.10], [0.79, 3.29, 0.24], [0.22, 0.48, -3.28], [-2.25, -1.98, 3.58], [-1.31, -2.35, 3.99], [-1.97, -1.14, 2.92], [-2.69, -2.75, 2.94], [-1.10, 0.01, -1.47], [1.27, -0.72, -1.64], [-1.27, -0.13, -0.10], [1.47, -1.02, -0.28], [-2.28, -0.21, -2.08], [1.97, -1.61, -2.35], [-2.34, -0.16, -3.16], [1.95, -1.55, -3.42], [-3.24, -0.49, -1.11], [2.62, -2.50, -1.49], [-2.58, -0.44, 0.12], [2.29, -2.12, -0.19], [-4.28, -0.70, -1.30], [3.24, -3.32, -1.77], [-2.99, -0.59, 1.11], [2.54, -2.52, 0.78], [-2.94, -1.66, 4.34], [0.43, 1.10, 3.51], [1.71, 0.14, 2.72], [2.65, 0.70, 2.64], [1.82, -0.84, 3.17]],
  "multiplicity": 3,
  "homo_lumo_gap_ha": [0.243, 0.284],
  "homo_ev": [-15.77, -16.27],
  "charge": 2,
  "e_tot_ev": -35615.3399,
  "e_above_lowest_kj_mol": 0.0
}

Record 2
{
  "formula": "C6H10N2",
  "method": "ωB97M-V/def2-TZVPD",
  "species": ["C", "C", "C", "C", "C", "C", "H", "H", "H", "H", "H", "H", "H", "H", "H", "H", "N", "N"],
  "xyz": [[0.20, 0.89, 2.91], [1.12, 0.77, 1.68], [0.51, 0.10, 0.55], [1.21, -0.85, -0.35], [0.35, -1.19, -1.39], [-0.47, 0.63, -0.29], [-0.66, 1.45, 2.67], [-0.06, -0.15, 3.23], [0.68, 1.34, 3.78], [1.80, 1.63, 1.47], [1.84, 0.15, 2.20], [2.18, -1.36, -0.08], [0.45, -1.88, -2.16], [-1.50, -0.07, -3.11], [-2.52, -1.02, -2.02], [-1.28, 1.37, -0.06], [-0.71, -0.29, -1.36], [-1.91, -0.22, -2.15]],
  "homo_lumo_gap_ha": 0.337,
  "homo_ev": -8.18,
  "smiles": "CCc1ccn(N)c1",
  "e_tot_ev": -9361.9393,
  "e_above_lowest_kj_mol": 241.0
}

Record 3
{
  "formula": "C4H11N3O2",
  "method": "ωB97M-V/def2-TZVPD",
  "species": ["C", "C", "N", "N", "N", "H", "H", "H", "H", "H", "H", "H", "H", "C", "C", "O", "O", "H", "H", "H"],
  "xyz": [[2.41, 2.73, 0.21], [1.65, 0.68, -0.64], [2.63, 1.36, -0.22], [0.32, 1.11, -0.76], [1.83, -0.59, -1.14], [-3.20, -0.74, -0.88], [1.72, 3.30, -0.42], [3.36, 3.26, 0.09], [0.27, 2.11, -0.93], [-0.16, 0.70, -1.55], [2.76, -0.98, -1.11], [1.08, -1.24, -0.94], [2.10, 2.77, 1.25], [-2.16, -1.66, 2.00], [-2.08, -1.35, 0.55], [-3.29, -1.00, 0.05], [-1.10, -1.41, -0.14], [-1.42, -1.10, 2.59], [-1.98, -2.72, 2.13], [-3.09, -1.34, 2.46]],
  "homo_lumo_gap_ha": 0.330,
  "homo_ev": -8.43,
  "smiles": "CN=C(N)N.CC(=O)O",
  "e_tot_ev": -12892.2622,
  "e_above_lowest_kj_mol": 54.8
}

Record 4
{
  "formula": "C24H30N2O5S2Y",
  "method": "ωB97M-V/def2-TZVPD",
  "species": ["Y", "C", "C", "C", "C", "C", "C", "C", "S", "O", "O", "O", "H", "H", "H", "H", "H", "H", "H", "C", "C", "C", "C", "N", "N", "C", "H", "H", "H", "H", "H", "H", "H", "H", "C", "C", "C", "C", "C", "H", "H", "H", "H", "H", "H", "H", "H", "H", "H", "O", "C", "O", "C", "C", "C", "C", "S", "C", "C", "H", "H", "H", "H", "H"],
  "xyz": [[-0.10, 0.23, -0.05], [3.61, -3.66, -5.26], [2.64, -3.43, -4.14], [3.05, -2.82, -2.95], [2.15, -2.61, -1.91], [0.83, -3.01, -2.07], [0.40, -3.61, -3.24], [1.31, -3.81, -4.27], [-0.36, -2.71, -0.79], [-1.11, -3.92, -0.58], [0.41, -2.22, 0.38], [-1.15, -1.54, -1.26], [4.58, -3.21, -5.04], [3.24, -3.23, -6.19], [3.76, -4.73, -5.43], [4.07, -2.50, -2.84], [2.45, -2.09, -1.01], [-0.63, -3.91, -3.35], [0.97, -4.27, -5.19], [-0.19, -2.58, 5.00], [-0.12, -1.32, 4.22], [-0.14, 0.01, 4.62], [-0.07, 0.76, 3.44], [-0.04, -0.05, 2.39], [-0.06, -1.31, 2.88], [0.01, 2.24, 3.28], [0.11, -2.40, 6.03], [0.47, -3.34, 4.59], [-1.20, -2.98, 5.01], [-0.18, 0.38, 5.63], [0.01, -2.07, 2.22], [-0.56, 2.74, 4.07], [-0.38, 2.55, 2.32], [1.05, 2.57, 3.35], [4.24, 1.21, -1.22], [3.07, 1.35, -0.24], [3.06, 2.81, 0.27], [3.36, 0.45, 0.97], [1.74, 0.96, -0.89], [5.20, 1.48, -0.76], [4.09, 1.85, -2.09], [4.30, 0.18, -1.58], [4.00, 3.08, 0.76], [2.24, 2.95, 0.98], [2.88, 3.49, -0.56], [4.29, 0.72, 1.48], [3.43, -0.60, 0.66], [2.55, 0.52, 1.71], [1.81, 1.13, -1.98], [-1.42, 6.99, -3.88], [-2.51, 6.65, -3.15], [-3.51, 7.31, -3.25], [-2.40, 5.45, -2.30], [-1.21, 4.74, -2.08], [-1.17, 3.63, -1.27], [-2.33, 3.16, -0.64], [-2.32, 1.75, 0.39], [-3.52, 3.87, -0.85], [-3.55, 4.99, -1.66], [-0.72, 6.35, -3.74], [-0.26, 5.05, -2.53], [-0.23, 3.11, -1.12], [-4.43, 3.52, -0.37], [-4.48, 5.53, -1.81]],
  "homo_lumo_gap_ha": 0.181,
  "homo_ev": -2.49,
  "charge": -1,
  "e_tot_ev": -61309.8655,
  "e_above_lowest_kj_mol": 0.0
}

Record 5
{
  "formula": "C12H19NO2",
  "method": "ωB97M-V/def2-TZVPD",
  "species": ["C", "C", "C", "C", "C", "C", "C", "C", "C", "C", "C", "C", "H", "H", "H", "H", "H", "H", "H", "H", "H", "H", "H", "H", "H", "H", "H", "H", "H", "H", "H", "N", "O", "O"],
  "xyz": [[2.18, 3.51, 0.65], [0.33, 2.50, -0.88], [-0.55, 1.58, -0.22], [-0.76, -0.23, 0.92], [-1.37, 0.22, 2.18], [-2.40, -0.61, 2.60], [-2.85, -1.81, 2.00], [-2.10, -2.16, 0.82], [-1.21, -1.27, 0.06], [0.67, -1.72, -1.23], [0.79, -1.39, -2.58], [1.12, -3.07, -0.87], [3.06, 4.38, 0.89], [2.14, 2.96, 1.98], [2.74, 2.78, 0.14], [0.18, 4.22, 0.18], [-0.25, 2.80, -1.66], [1.11, 1.85, -1.39], [-1.12, 2.04, 0.61], [-0.96, 1.18, -1.11], [-1.28, 1.23, 2.64], [-2.53, -0.24, 3.81], [-3.33, -2.56, 2.79], [-1.75, -3.37, 0.46], [1.14, -0.87, -0.71], [0.64, -2.22, -3.15], [0.48, -0.45, -3.18], [1.75, -1.57, -2.85], [2.39, -3.00, -0.15], [1.29, -3.89, -2.00], [0.26, -3.31, 0.01], [0.87, 3.69, -0.27], [0.19, 0.56, 0.56], [-0.88, -1.78, -1.09]],
  "homo_lumo_gap_ha": 0.325,
  "homo_ev": -8.19,
  "e_tot_ev": -18324.9090,
  "e_above_lowest_kj_mol": 1197.8
}

Record 6
{
  "formula": "C5H8O",
  "method": "ωB97M-V/def2-TZVPD",
  "species": ["O", "C", "C", "C", "C", "C", "H", "H", "H", "H", "H", "H", "H", "H"],
  "xyz": [[0.55, -0.97, 2.02], [0.03, 0.15, 0.38], [-1.37, 0.50, 0.34], [-0.71, -0.69, -0.42], [0.23, -0.16, -1.56], [1.16, 0.52, -0.52], [-0.09, -0.59, 2.63], [-2.03, 0.20, 1.15], [-1.64, 1.44, -0.14], [0.03, -1.55, 1.42], [0.68, -0.94, -2.18], [-0.30, 0.56, -2.19], [2.06, -0.06, -0.31], [1.40, 1.58, -0.61]],
  "homo_lumo_gap_ha": 0.332,
  "homo_ev": -8.13,
  "e_tot_ev": -7356.5035,
  "e_above_lowest_kj_mol": 555.0
}

Record 7
{
  "formula": "C49H39BrNO26",
  "method": "ωB97M-V/def2-TZVPD",
  "species": ["O", "C", "O", "C", "C", "C", "C", "C", "C", "O", "O", "C", "C", "C", "Br", "C", "C", "N", "O", "C", "O", "C", "C", "C", "C", "C", "C", "H", "H", "H", "H", "H", "H", "H", "H", "H", "H", "H", "H", "H", "H", "H", "H", "H", "H", "H", "C", "C", "C", "O", "C", "C", "C", "O", "O", "O", "H", "H", "H", "H", "C", "C", "C", "O", "C", "C", "C", "O", "O", "O", "H", "H", "H", "H", "C", "C", "C", "O", "C", "C", "C", "O", "O", "O", "H", "H", "H", "H", "C", "C", "C", "O", "C", "C", "C", "O", "O", "O", "H", "H", "H", "H", "C", "C", "C", "O", "C", "C", "C", "O", "O", "O", "H", "H", "H", "H"],
  "xyz": [[1.60, 1.12, -0.07], [2.69, 1.49, -0.44], [3.46, 2.27, 0.36], [3.31, 1.17, -1.78], [2.63, -0.01, -2.50], [1.23, 0.28, -2.99], [0.65, 1.53, -2.84], [-0.63, 1.77, -3.30], [-1.32, 3.11, -3.12], [-2.37, 3.11, -2.51], [-0.72, 4.18, -3.65], [-1.21, 5.44, -3.17], [-0.75, 5.82, -1.74], [-1.70, 6.86, -1.15], [-1.06, 7.50, 0.59], [-1.32, 0.74, -3.94], [-0.70, -0.45, -4.06], [0.52, -0.67, -3.59], [1.10, -1.91, -3.72], [0.38, -2.98, -3.11], [0.44, -4.05, -3.64], [-0.46, -2.82, -1.88], [-0.11, -1.94, -0.87], [-0.88, -1.77, 0.25], [-2.04, -2.49, 0.38], [-2.39, -3.38, -0.62], [-1.62, -3.56, -1.74], [3.24, 2.00, 1.27], [4.34, 0.86, -1.59], [3.39, 2.04, -2.45], [2.60, -0.89, -1.84], [3.29, -0.29, -3.34], [1.15, 2.35, -2.35], [-0.78, 6.20, -3.83], [-2.29, 5.55, -3.24], [-0.63, 4.95, -1.08], [0.23, 6.30, -1.82], [-2.71, 6.46, -0.98], [-1.76, 7.75, -1.78], [-2.32, 0.83, -4.34], [-1.19, -1.30, -4.55], [0.80, -1.36, -0.94], [-0.55, -1.04, 0.99], [-2.65, -2.34, 1.27], [-3.31, -3.95, -0.51], [-1.96, -4.26, -2.50], [2.27, -4.92, -0.52], [2.29, -6.07, 0.17], [3.14, -6.23, 1.40], [3.10, -7.29, 2.00], [3.97, -5.11, 1.81], [3.95, -3.97, 1.12], [3.08, -3.80, -0.09], [3.09, -2.72, -0.67], [4.70, -2.91, 1.46], [1.56, -7.12, -0.18], [1.66, -4.79, -1.40], [4.59, -5.24, 2.69], [4.50, -2.22, 0.80], [1.76, -7.81, 0.48], [2.86, -3.46, -8.29], [2.73, -3.32, -6.97], [3.85, -2.81, -6.11], [3.66, -2.69, -4.91], [5.11, -2.48, -6.75], [5.25, -2.63, -8.08], [4.12, -3.12, -8.94], [4.30, -3.21, -10.14], [6.39, -2.34, -8.71], [1.59, -3.62, -6.34], [2.06, -3.83, -8.92], [5.91, -2.13, -6.12], [6.22, -2.53, -9.65], [1.74, -3.43, -5.40], [-1.62, 3.67, 4.02], [-2.33, 3.12, 5.01], [-2.53, 1.64, 5.10], [-3.16, 1.18, 6.04], [-1.95, 0.80, 4.06], [-1.25, 1.36, 3.07], [-1.02, 2.83, 2.99], [-0.36, 3.27, 2.07], [-0.70, 0.64, 2.09], [-2.88, 3.86, 5.97], [-1.46, 4.73, 3.95], [-2.12, -0.27, 4.12], [-0.25, 1.28, 1.51], [-3.34, 3.23, 6.57], [1.69, 3.85, 8.05], [1.96, 3.88, 9.36], [1.63, 2.72, 10.26], [1.92, 2.80, 11.44], [0.98, 1.56, 9.67], [0.70, 1.53, 8.36], [1.05, 2.68, 7.46], [0.79, 2.59, 6.27], [0.10, 0.49, 7.79], [2.54, 4.93, 9.94], [1.92, 4.67, 7.39], [0.73, 0.74, 10.33], [0.02, 0.72, 6.84], [2.63, 4.70, 10.88], [-6.13, -1.94, 0.15], [-7.00, -1.41, -0.71], [-7.40, 0.04, -0.64], [-8.18, 0.47, -1.46], [-6.84, 0.85, 0.43], [-5.98, 0.32, 1.30], [-5.55, -1.12, 1.21], [-4.74, -1.54, 2.02], [-5.44, 1.03, 2.30], [-7.55, -2.12, -1.69], [-5.83, -2.97, 0.11], [-7.16, 1.89, 0.49], [-4.85, 0.41, 2.77], [-8.14, -1.50, -2.17]],
  "homo_lumo_gap_ha": 0.255,
  "homo_ev": -11.08,
  "charge": 1,
  "e_tot_ev": -176203.9647
}

Record 8
{
  "formula": "C4H11O3",
  "method": "ωB97M-V/def2-TZVPD",
  "species": ["C", "O", "C", "C", "C", "O", "H", "H", "H", "H", "H", "H", "H", "H", "H", "H", "H", "O"],
  "xyz": [[-0.19, 2.11, 0.62], [1.11, 1.91, 1.16], [-0.71, 0.83, -0.04], [0.39, -0.07, -0.63], [-0.34, -1.20, -1.47], [1.17, -0.54, 0.39], [-0.06, 2.93, -0.11], [-0.88, 2.47, 1.36], [-1.19, 0.27, 0.77], [-1.47, 1.06, -0.79], [0.98, 0.50, -1.37], [-0.27, -2.10, -0.86], [0.28, -1.32, -2.35], [-1.36, -0.93, -1.75], [1.30, 0.94, 1.08], [0.97, -1.73, 0.98], [-0.25, -2.41, 1.72], [0.53, -2.71, 1.28]],
  "homo_lumo_gap_ha": 0.303,
  "homo_ev": -4.10,
  "charge": -1,
  "e_tot_ev": -10469.2686,
  "e_above_lowest_kj_mol": 39.6
}

Record 9
{
  "formula": "C23H48NS",
  "method": "ωB97M-V/def2-TZVPD",
  "species": ["C", "C", "C", "C", "C", "C", "C", "C", "C", "C", "C", "C", "C", "C", "C", "C", "S", "C", "C", "C", "N", "C", "C", "C", "C", "H", "H", "H", "H", "H", "H", "H", "H", "H", "H", "H", "H", "H", "H", "H", "H", "H", "H", "H", "H", "H", "H", "H", "H", "H", "H", "H", "H", "H", "H", "H", "H", "H", "H", "H", "H", "H", "H", "H", "H", "H", "H", "H", "H", "H", "H", "H", "H"],
  "xyz": [[5.16, -2.63, 0.71], [3.69, -2.69, 1.14], [2.85, -3.62, 0.25], [2.13, -2.92, -0.91], [0.94, -3.72, -1.44], [-0.07, -2.89, -2.23], [-0.89, -1.94, -1.35], [-2.41, -2.17, -1.45], [-3.23, -1.08, -0.73], [-4.24, -1.65, 0.27], [-3.58, -2.40, 1.43], [-3.24, -1.58, 2.69], [-2.97, -0.09, 2.48], [-1.57, 0.22, 1.93], [-1.55, 1.48, 1.01], [-0.60, 2.56, 1.52], [-0.12, 3.82, 0.30], [-0.29, 3.17, -1.38], [-1.57, 3.68, -2.05], [-1.37, 4.42, -3.34], [-2.74, 3.52, -1.58], [1.68, 4.05, 0.49], [2.54, 2.82, 0.79], [4.02, 3.28, 0.69], [2.26, 1.64, -0.13], [5.66, -3.57, 0.94], [5.24, -2.43, -0.36], [5.69, -1.83, 1.23], [3.26, -1.68, 1.13], [3.65, -3.04, 2.17], [2.11, -4.13, 0.87], [3.51, -4.38, -0.17], [2.85, -2.79, -1.73], [1.79, -1.93, -0.59], [0.42, -4.16, -0.58], [1.29, -4.55, -2.06], [0.46, -2.30, -2.99], [-0.75, -3.58, -2.74], [-0.68, -0.89, -1.59], [-0.62, -2.05, -0.30], [-2.69, -2.17, -2.51], [-2.62, -3.15, -1.04], [-3.77, -0.50, -1.48], [-2.55, -0.39, -0.23], [-4.92, -0.88, 0.62], [-4.87, -2.36, -0.29], [-2.69, -2.91, 1.06], [-4.25, -3.20, 1.74], [-4.02, -1.70, 3.44], [-2.34, -2.00, 3.14], [-3.05, 0.39, 3.46], [-3.74, 0.38, 1.86], [-1.19, -0.63, 1.36], [-0.89, 0.39, 2.77], [-2.57, 1.87, 0.98], [-1.29, 1.17, 0.00], [0.29, 2.11, 1.96], [-1.09, 3.14, 2.30], [0.57, 3.57, -1.91], [-0.22, 2.09, -1.42], [-0.75, 3.84, -4.02], [-0.89, 5.38, -3.14], [-2.35, 4.60, -3.78], [-2.73, 2.99, -0.70], [1.98, 4.50, -0.46], [1.76, 4.81, 1.27], [2.37, 2.55, 1.83], [4.35, 3.75, 1.61], [4.14, 4.00, -0.11], [4.66, 2.43, 0.46], [3.11, 0.96, -0.11], [2.15, 1.95, -1.17], [1.39, 1.05, 0.16]],
  "homo_lumo_gap_ha": 0.377,
  "homo_ev": -12.79,
  "charge": 1,
  "e_tot_ev": -36948.1662
}

Record 10
{
  "formula": "C5H11F2N3OS",
  "method": "ωB97M-V/def2-TZVPD",
  "species": ["C", "C", "C", "C", "C", "H", "H", "H", "H", "H", "H", "H", "H", "H", "H", "H", "N", "N", "N", "O", "F", "F", "S"],
  "xyz": [[1.68, -0.42, -0.17], [2.19, 0.92, 0.31], [-1.11, 2.61, -0.08], [-2.09, 1.82, -0.96], [-3.31, -0.06, 0.10], [2.34, -2.43, -1.62], [3.58, -1.19, -0.08], [0.27, -1.47, -0.85], [1.52, 1.72, 0.01], [-0.12, 2.15, -0.09], [-1.46, 2.64, 0.96], [-1.02, 3.63, -0.45], [-1.76, 1.83, -2.00], [-3.08, 2.28, -0.93], [-1.45, -0.18, -0.63], [-4.12, 0.66, 0.20], [2.60, -1.44, -0.01], [0.49, -0.50, -0.61], [-2.24, 0.44, -0.52], [2.31, -2.63, -0.66], [2.33, 0.91, 1.66], [3.44, 1.13, -0.21], [-3.46, -1.60, 0.66]],
  "homo_lumo_gap_ha": 0.308,
  "homo_ev": -8.01,
  "smiles": "[H]/N=C(\\NO)C(F)F.CCNC=S",
  "e_tot_ev": -28149.5573
}

Record 11
{
  "formula": "C3H9BNO",
  "method": "ωB97M-V/def2-TZVPD",
  "species": ["B", "C", "C", "C", "N", "O", "H", "H", "H", "H", "H", "H", "H", "H", "H"],
  "xyz": [[-2.14, 2.75, 0.58], [0.03, 0.16, 0.99], [1.33, -1.75, 0.18], [0.17, -0.20, -1.26], [0.54, -0.48, 0.07], [-1.36, 1.94, 0.00], [-2.60, 3.42, -0.24], [-2.48, 2.65, 1.70], [-0.08, 0.40, 2.05], [2.32, -1.51, -0.13], [0.56, -2.43, -0.30], [1.48, -1.93, 1.29], [-0.87, -0.80, -1.41], [0.90, -0.49, -2.00], [-0.22, 0.78, -1.40]],
  "homo_lumo_gap_ha": [0.351, 0.319],
  "homo_ev": [-14.98, -14.62],
  "charge": 1,
  "e_tot_ev": -7458.8041,
  "e_above_lowest_kj_mol": 525.1
}

Record 12
{
  "formula": "C12H13IrN3S3",
  "method": "ωB97M-V/def2-TZVPD",
  "species": ["Ir", "S", "C", "S", "S", "C", "C", "C", "C", "N", "C", "C", "H", "H", "H", "H", "H", "H", "H", "N", "C", "C", "C", "C", "C", "N", "H", "H", "H", "H", "H", "H"],
  "xyz": [[0.23, 0.22, 0.46], [-3.36, 1.96, 2.29], [-2.04, 1.33, 1.65], [-0.74, 2.17, 0.89], [-1.62, -0.34, 1.57], [-3.49, -1.60, -4.14], [-2.42, -1.16, -3.21], [-1.65, -2.07, -2.47], [-0.74, -1.62, -1.56], [-0.52, -0.30, -1.35], [-1.21, 0.60, -2.10], [-2.14, 0.20, -3.02], [-3.59, -2.69, -4.17], [-3.30, -1.23, -5.15], [-4.45, -1.18, -3.83], [-1.78, -3.14, -2.62], [-0.14, -2.32, -0.99], [-0.97, 1.64, -1.96], [-2.66, 0.95, -3.61], [1.00, -0.14, 3.74], [2.00, 0.32, 2.98], [3.17, 0.85, 3.56], [4.19, 1.29, 2.77], [4.08, 1.22, 1.36], [2.93, 0.74, 0.84], [1.88, 0.31, 1.62], [1.12, -0.16, 4.74], [0.22, -0.64, 3.36], [3.24, 0.88, 4.64], [5.08, 1.70, 3.22], [4.88, 1.53, 0.71], [2.79, 0.67, -0.24]],
  "multiplicity": 2,
  "homo_lumo_gap_ha": [0.247, 0.215],
  "homo_ev": [-15.56, -15.58],
  "charge": 2,
  "e_tot_ev": -52453.4659,
  "e_above_lowest_kj_mol": 0.0
}